Entry 1:
ORCA calculation (the ωB97M-V functional and the def2-TZVPD basis) on a structure of composition C19H30N3OPPdSe4.

Results
frontier orbital gap (spin up / spin down): 5.44 / 5.61 eV
DFT total energy: -11056.5666 Eh
F_max: 0.887 eV/Å
total charge: 0
relative energy (zero: lowest compared OMol25 entry of this formula, charge and spin): 76.8 kJ/mol
HOMO energy (spin up / spin down): -6.563 / -6.578 eV
E_LUMO (spin up / spin down): -1.12 / -0.97 eV

Structure (XYZ):
```
59
Properties=species:S:1:pos:R:3:forces:R:3
Pd 1.1466 0.2646 0.5748 0.3 0.8 -0.1
Se 3.2532 -1.1047 0.2879 0.1 -0.5 -0.4
Se 3.8930 -1.2904 2.5417 0.1 0.1 -0.1
Se 1.9873 -0.9537 3.8735 -0.3 0.1 0.1
Se 0.9343 0.9128 3.0022 -0.2 0.0 0.2
C 0.4978 5.2554 -0.8445 -0.1 0.1 -0.1
N 1.5106 4.4441 -0.1952 0.2 0.1 0.0
C 2.5079 4.9962 0.5415 0.2 -0.1 0.1
C 3.4178 4.2412 1.1936 -0.3 0.0 -0.2
C 3.2823 2.8166 1.0725 0.4 0.0 0.1
N 2.3137 2.2864 0.3410 -0.5 -0.4 0.2
C 1.3773 3.0643 -0.2773 0.1 -0.3 0.1
O 0.4248 2.5768 -0.8726 0.0 0.0 0.0
N 4.1401 1.9983 1.6787 -0.3 0.2 -0.2
H 0.8556 6.2807 -0.8944 0.0 0.0 0.0
H -0.4379 5.2149 -0.2872 0.0 0.0 0.0
H 0.3207 4.8749 -1.8499 0.0 0.0 0.1
H 2.5228 6.0772 0.5700 0.0 0.0 0.0
H 4.2049 4.6932 1.7719 0.1 0.0 0.0
H 4.8133 2.3551 2.3314 0.0 0.0 0.0
H 3.9820 0.9937 1.6318 0.1 0.1 0.1
C -3.4477 -1.0561 0.2417 0.0 -0.1 -0.1
C -2.1483 -0.5714 0.8968 0.0 0.0 0.2
C -2.1504 0.9607 0.8127 0.0 0.1 0.1
C -2.1564 -1.0157 2.3661 0.0 0.1 0.0
P -0.5643 -1.1334 0.0873 0.2 -0.3 0.5
C -0.8026 -0.9062 -1.7020 0.1 0.0 0.0
C -1.8361 -1.5108 -2.4200 0.0 -0.1 0.0
C -1.9141 -1.3688 -3.7936 0.1 0.1 -0.1
C -0.9596 -0.6194 -4.4722 -0.1 -0.1 0.0
C 0.0660 -0.0173 -3.7702 0.1 0.1 0.0
C 0.1457 -0.1594 -2.3929 0.0 0.0 0.0
C -0.2916 -2.9700 0.3167 -0.2 -0.1 -0.2
C -1.5768 -3.8121 0.2757 0.1 0.0 0.1
C 0.6313 -3.4489 -0.8131 0.0 0.0 0.1
C 0.3944 -3.2089 1.6578 0.1 0.2 0.1
H -4.2684 -0.7294 0.8826 -0.1 0.0 0.0
H -3.5195 -2.1407 0.1549 0.0 0.1 0.0
H -3.6043 -0.6092 -0.7418 0.0 0.0 0.1
H -3.0880 1.3204 1.2401 -0.1 0.1 0.0
H -2.0866 1.3073 -0.2192 0.0 0.0 -0.1
H -1.3244 1.4067 1.3680 -0.1 -0.1 0.0
H -2.9662 -0.4906 2.8775 0.0 0.0 0.0
H -1.2288 -0.7719 2.8852 0.0 0.0 -0.1
H -2.3460 -2.0834 2.4600 0.0 0.0 0.0
H -2.5849 -2.1060 -1.9206 0.0 0.0 0.0
H -2.7195 -1.8467 -4.3326 0.0 0.0 -0.1
H -1.0167 -0.5077 -5.5462 0.0 0.0 0.0
H 0.8133 0.5671 -4.2900 0.0 0.0 0.0
H 0.9482 0.3247 -1.8450 0.0 0.0 -0.2
H -2.1272 -3.7116 -0.6541 0.0 0.0 -0.1
H -2.2459 -3.5949 1.1073 0.0 0.0 0.0
H -1.2867 -4.8610 0.3577 0.0 0.0 0.0
H 0.1408 -3.4217 -1.7851 0.0 0.0 0.0
H 0.9027 -4.4828 -0.5963 0.0 -0.1 0.0
H 1.5518 -2.8694 -0.8594 0.0 0.0 0.0
H -0.2290 -2.9255 2.5077 0.1 0.0 -0.1
H 1.3342 -2.6608 1.7282 -0.1 -0.1 0.0
H 0.6133 -4.2729 1.7386 0.0 -0.1 0.0
```
Positions in Å, forces in eV/Å.

Löwdin atomic charge list, values in e, 4 entries: 0.23 0.07 -0.05 -0.04

=====

Entry 2:
ORCA calculation (the ωB97M-V functional and the def2-TZVPD basis) on a cluster of 2 separate species, H2N2O4P in total.

Results
frontier orbital gap (spin up / spin down): 7.92 / 6.46 eV
DFT total energy: -752.8783 Eh
F_max: 2.144 eV/Å
total charge: -1
relative energy (zero: lowest compared OMol25 entry of this formula, charge and spin): 681.5 kJ/mol
HOMO energy (spin up / spin down): -4.093 / -4.084 eV
E_LUMO (spin up / spin down): 3.83 / 2.37 eV

Structure (XYZ):
```
9
Properties=species:S:1:pos:R:3:forces:R:3
N -0.5861 1.3035 -0.2318 0.1 0.0 0.0
N 1.2489 -0.5071 -0.4878 0.7 -0.4 -0.2
O -1.3751 -1.0089 -1.0545 -0.6 -0.6 -0.9
O 1.9925 0.3965 -0.1387 0.4 0.1 0.0
O 1.6127 -1.5822 -0.9237 0.3 0.1 -0.2
O -0.8909 -1.6207 2.6177 0.1 0.5 -0.8
P -0.5058 -0.3929 -0.0504 -1.0 0.2 1.9
H -1.5371 1.6274 -0.1270 -0.1 0.0 0.1
H 0.0410 1.7843 0.3961 0.0 0.1 0.1
```
Positions in Å, forces in eV/Å.

Löwdin atomic charge list, values in e, 4 entries: -0.14 -0.54 -0.42 -0.04

=====

Entry 3:
ORCA calculation (the ωB97M-V functional and the def2-TZVPD basis) on a structure of composition C23H23FNO9S3.

Results
frontier orbital gap: 6.60 eV
DFT total energy: -2916.4279 Eh
F_max: 4.293 eV/Å
total charge: -1
relative energy (zero: lowest compared OMol25 entry of this formula, charge and spin): 325.2 kJ/mol
HOMO energy: -4.844 eV
E_LUMO: 1.76 eV

Structure (XYZ):
```
60
Properties=species:S:1:pos:R:3:forces:R:3
C -0.8846 -5.7502 -1.9553 -0.2 0.4 -0.2
C -1.1433 -4.7556 -0.8128 0.1 -0.7 0.3
O -0.6824 -3.4556 -1.1989 -0.6 1.3 -0.4
C -1.1214 -2.3956 -0.4287 -0.7 -3.5 1.9
C -0.9716 -1.0813 -1.1018 -1.3 1.3 2.5
O -2.0175 -0.2350 -1.1672 1.4 -1.8 -0.1
C -3.0682 -0.2919 -0.0681 -1.1 -1.0 -0.5
S 0.0971 -1.3958 -2.7143 2.2 0.6 -0.3
C 0.6153 0.3046 -2.9438 -1.0 -0.4 -1.9
C 0.4879 0.8631 -4.2304 -0.1 -0.2 0.7
C 0.8551 2.1831 -4.4837 0.0 0.0 -0.1
C 1.4082 2.9085 -3.4331 0.6 -0.6 0.7
C 1.6409 2.2555 -2.1769 -0.1 1.3 -1.1
C 1.1668 0.9847 -1.8929 0.4 0.5 0.9
O 1.3821 -2.0716 -2.3252 -3.4 1.0 -0.9
O -0.7430 -1.8418 -3.8581 1.4 0.6 2.6
O -1.6050 -2.6481 0.6591 0.2 0.6 -1.5
H -1.0991 -6.7932 -1.6091 0.0 0.9 -0.4
H -1.5308 -5.4350 -2.8004 0.3 -0.6 0.3
H 0.1614 -5.7138 -2.3080 -0.4 0.1 0.3
H -2.2325 -4.7122 -0.5672 0.9 0.0 0.0
H -0.5534 -5.0673 0.0598 -0.4 0.1 0.1
H -3.1642 0.7128 0.3308 -0.2 -0.5 -0.7
H -4.0155 -0.6602 -0.5595 1.2 0.2 0.3
H -2.7719 -0.9162 0.7913 0.1 0.2 -0.8
H 0.0643 0.2498 -5.0020 -0.2 -0.2 -0.3
H 0.7268 2.6212 -5.5016 0.0 -0.4 1.0
H 1.6768 3.9700 -3.5888 0.0 -0.8 0.3
H 2.1867 2.7981 -1.4163 -0.3 0.1 0.1
H 1.1775 0.5995 -0.8516 0.2 0.1 -0.8
C 0.9279 5.4144 -1.1675 -0.2 -0.5 0.3
C 1.5012 5.0874 0.0824 -0.1 0.2 -0.5
C 0.9003 4.1627 0.9348 -0.2 -0.2 -0.3
C -0.2225 3.4811 0.4658 0.1 0.2 -0.1
S -1.0152 2.3109 1.5962 0.2 -0.4 2.4
N 0.0540 1.1749 2.0554 -0.4 0.2 1.1
F -0.2543 -0.4187 0.5335 -0.2 -1.5 -4.0
S -0.4347 0.4332 3.5186 0.3 1.2 -1.6
C 0.5623 -1.0664 3.7617 0.1 0.5 -0.3
C 0.2404 -2.2196 3.0618 -0.4 0.1 -0.3
C 1.0983 -3.3140 3.1068 0.1 0.1 0.1
C 2.2331 -3.2625 3.9164 0.0 0.4 0.3
C 2.4603 -2.1475 4.7448 -0.4 -0.1 -0.3
C 1.6157 -1.0372 4.6790 -0.1 -0.1 -0.6
O -0.0594 1.2770 4.6261 -0.1 -0.3 0.3
O -1.7966 -0.0261 3.3635 0.0 -0.1 0.4
O -1.3050 3.0712 2.8092 -0.5 0.5 -1.1
O -2.1628 1.8525 0.8266 1.1 1.4 0.5
C -0.8398 3.8496 -0.7493 -0.1 -0.3 0.6
C -0.2759 4.8176 -1.5805 0.4 0.1 0.7
H 1.4209 6.1115 -1.8392 0.0 0.0 0.2
H 2.4458 5.5371 0.3805 -0.2 0.1 -0.1
H 1.2484 3.9735 1.9604 0.0 0.0 -0.7
H -0.6828 -2.2368 2.4718 0.6 0.1 0.2
H 0.8846 -4.1827 2.4759 0.1 0.2 0.3
H 2.9426 -4.0871 3.9153 -0.1 0.1 0.1
H 3.2874 -2.1177 5.4416 0.1 -0.2 -0.1
H 1.7445 -0.1407 5.2872 0.1 -0.3 -0.2
H -1.8014 3.3972 -0.9906 0.4 -0.1 0.0
H -0.7597 5.0746 -2.5336 0.3 -0.1 0.5
```
Positions in Å, forces in eV/Å.

Löwdin atomic charge list, values in e, 4 entries: -0.07 -0.22 -0.07 -0.40

=====

Entry 4:
ORCA calculation (the ωB97M-V functional and the def2-TZVPD basis) on a cluster of 2 separate species, CN2O2 in total.

Results
frontier orbital gap (spin up / spin down): 9.74 / 7.31 eV
DFT total energy: -297.8489 Eh
F_max: 3.160 eV/Å
total charge: 0
relative energy (zero: lowest compared OMol25 entry of this formula, charge and spin): 859.0 kJ/mol
HOMO energy (spin up / spin down): -12.355 / -11.055 eV
E_LUMO (spin up / spin down): -2.62 / -3.74 eV

Structure (XYZ):
```
5
Properties=species:S:1:pos:R:3:forces:R:3
C 1.2414 0.7687 0.1176 -2.5 -1.7 -0.8
N 2.0643 1.3833 0.6145 1.5 1.1 0.8
N -0.8993 -0.5783 -0.1904 1.2 0.7 -0.1
O -0.7721 -1.6298 0.2931 -0.2 0.2 0.0
O -1.6343 0.0561 -0.8348 0.0 -0.2 0.2
```
Positions in Å, forces in eV/Å.

Löwdin atomic charge list, values in e, 4 entries: -0.12 -0.02 -0.23 0.19

=====

Entry 5:
ORCA calculation (the ωB97M-V functional and the def2-TZVPD basis) on the molecule C6H13N.

Results
SMILES: C=N[C@H](C)C(C)C
frontier orbital gap: 10.65 eV
DFT total energy: -291.1198 Eh
F_max: 1.699 eV/Å
total charge: 0
relative energy (zero: lowest compared OMol25 entry of this formula, charge and spin): 102.4 kJ/mol
HOMO energy: -9.506 eV
E_LUMO: 1.14 eV

Structure (XYZ):
```
20
Properties=species:S:1:pos:R:3:forces:R:3
C 2.2227 0.1494 0.1252 0.5 -0.6 -0.9
N 1.2814 -0.0915 -0.6884 0.5 0.0 0.2
C 0.1801 -0.8942 -0.1960 -0.1 0.1 0.1
C -0.4381 -1.7450 -1.3047 0.0 0.1 0.0
C -0.7234 0.2265 0.4040 -0.4 -0.1 0.4
C -0.0125 0.8654 1.5904 1.0 0.4 0.0
C -1.2713 1.2191 -0.6389 0.0 0.0 0.1
H 2.9244 0.9516 -0.0969 0.2 -0.2 -0.2
H 2.4339 -0.4490 1.0223 -0.3 0.1 0.0
H 0.4701 -1.5641 0.6395 0.1 0.2 -0.2
H 0.2637 -2.5235 -1.6271 -0.1 0.2 0.1
H -1.3586 -2.2394 -0.9713 0.2 0.1 0.0
H -0.6671 -1.1364 -2.1834 0.0 -0.1 0.1
H -1.5525 -0.1991 0.9747 -0.4 -0.6 -0.8
H 1.0671 1.0966 1.3383 -1.5 0.4 0.7
H 0.0063 0.1336 2.4114 0.0 0.3 0.0
H -0.5349 1.7713 1.9186 0.2 -0.1 0.0
H -1.4156 0.7613 -1.6236 0.1 0.0 0.2
H -0.6244 2.0910 -0.7811 0.0 -0.2 0.1
H -2.2515 1.5765 -0.3129 0.1 0.1 0.0
```
Positions in Å, forces in eV/Å.

Löwdin atomic charge list, values in e, 4 entries: -0.09 0.00 -0.40 -0.06